C36H97N11O9P2 | wB97M-V/def2-TZVPD

Computed properties:
Max |F|: 0.135 hartree/bohr
Kohn-Sham gap (alpha / beta): 7.556 / 2.523 eV
Net charge: +1
ΔE to the lowest compared entry with this formula, charge and spin: 3.628 eV
HOMO (alpha / beta): -0.365 / -0.365 hartree
Multiplicity: 2
<S²>: 0.763
Calculated total energy: -3391.4905 Eh

Structure (XYZ):
```
155
Properties=species:S:1:pos:R:3:lowdin_spin:R:1
O -19.75 -17.20 19.02 0.0002
P -20.02 -16.88 17.61 0.0000
N -18.66 -17.05 16.61 0.0001
C -18.58 -16.67 15.22 0.0000
C -17.66 -17.91 17.10 0.0000
N -20.58 -15.24 17.48 0.0012
C -21.96 -14.90 18.04 0.0001
C -19.56 -14.13 17.31 0.0001
N -21.28 -17.81 16.86 0.0002
C -22.05 -18.66 17.75 0.0000
C -21.86 -17.75 15.55 0.0000
H -17.55 -16.44 14.94 0.0000
H -19.29 -15.88 14.98 0.0000
H -18.88 -17.47 14.55 0.0000
H -18.09 -18.86 17.40 0.0000
H -17.36 -17.53 18.08 0.0000
H -16.83 -18.01 16.39 0.0000
H -22.00 -14.90 19.13 0.0001
H -22.24 -13.88 17.78 0.0000
H -22.75 -15.53 17.65 0.0000
H -19.57 -13.66 18.29 0.0001
H -18.56 -14.54 17.26 0.0000
H -19.76 -13.43 16.50 0.0000
H -21.60 -18.77 18.73 0.0000
H -23.04 -18.25 17.93 0.0000
H -22.18 -19.64 17.29 0.0000
H -22.91 -18.01 15.64 0.0000
H -21.27 -18.32 14.82 0.0000
H -21.91 -16.72 15.21 0.0000
O -25.87 -13.36 14.45 0.0046
P -24.97 -12.31 14.93 -0.0113
N -24.73 -12.29 16.66 0.4123
C -25.76 -12.68 17.58 0.0519
C -23.78 -11.32 17.25 0.0330
N -25.50 -10.73 14.51 0.3047
C -24.66 -9.53 14.56 0.0401
C -26.93 -10.48 14.66 0.0275
N -23.36 -12.42 14.38 0.0030
C -22.94 -11.91 13.16 0.0018
C -22.37 -13.34 14.87 0.0031
H -26.28 -11.78 17.89 0.0201
H -25.40 -13.27 18.42 0.0189
H -26.36 -13.41 17.03 -0.0004
H -23.72 -11.34 18.34 0.0013
H -23.99 -10.31 16.90 0.0156
H -22.77 -11.46 16.87 0.0091
H -24.88 -8.81 15.36 0.0160
H -23.60 -9.76 14.49 -0.0005
H -25.02 -8.87 13.77 0.0177
H -27.19 -9.44 14.84 0.0004
H -27.45 -10.86 13.78 0.0122
H -27.43 -11.01 15.47 0.0103
H -22.26 -11.08 13.33 0.0000
H -22.35 -12.64 12.60 0.0009
H -23.77 -11.49 12.59 0.0003
H -21.97 -13.91 14.03 -0.0001
H -22.81 -14.16 15.44 0.0016
H -21.63 -13.00 15.60 0.0004
O -25.39 -19.31 16.39 0.0001
C -25.67 -18.09 16.62 0.0000
O -25.54 -17.25 15.66 0.0001
C -25.79 -15.97 16.14 0.0000
C -26.66 -16.12 17.39 0.0004
C -26.35 -17.42 17.84 0.0001
H -26.47 -15.48 15.45 0.0000
H -24.90 -15.41 16.42 -0.0001
H -27.68 -16.01 17.02 0.0000
H -26.37 -15.52 18.25 0.0003
H -27.15 -18.10 18.13 0.0000
H -25.71 -17.54 18.72 0.0000
C -31.35 -20.17 16.42 0.0000
C -29.98 -20.13 15.68 0.0000
C -29.36 -18.74 15.38 0.0000
O -30.32 -17.75 14.92 0.0000
C -30.81 -17.94 13.61 0.0000
N -29.03 -21.13 16.13 0.0000
H -31.99 -19.52 15.83 0.0000
H -31.23 -19.88 17.47 0.0000
H -31.74 -21.18 16.54 0.0000
H -30.07 -20.66 14.73 0.0000
H -28.52 -18.77 14.69 0.0000
H -29.10 -18.40 16.38 0.0000
H -31.16 -18.97 13.65 0.0000
H -29.93 -17.84 12.97 0.0000
H -31.62 -17.27 13.32 0.0000
H -29.25 -21.19 17.12 0.0000
H -28.10 -20.82 15.86 0.0000
C -29.09 -13.72 15.16 0.0000
C -29.62 -13.70 13.71 0.0000
C -29.75 -12.19 13.04 0.0008
O -30.13 -11.14 13.94 0.0000
C -30.22 -9.85 13.38 0.0004
N -28.93 -14.84 13.12 0.0000
H -29.50 -12.92 15.79 0.0000
H -28.01 -13.76 15.24 0.0000
H -29.48 -14.61 15.66 0.0000
H -30.66 -13.97 13.88 0.0000
H -30.48 -12.20 12.23 0.0001
H -28.83 -11.93 12.51 0.0005
H -30.99 -9.83 12.61 0.0000
H -29.26 -9.49 13.00 0.0002
H -30.46 -9.13 14.17 0.0000
H -27.94 -14.69 13.19 0.0000
H -29.33 -15.72 13.40 0.0000
C -25.62 -20.06 11.77 0.0000
C -25.13 -21.17 12.70 0.0000
C -24.26 -22.30 11.97 0.0000
O -25.14 -23.07 11.08 0.0000
C -25.89 -23.99 11.75 0.0000
N -24.33 -20.54 13.68 0.0000
H -26.40 -20.58 11.20 0.0000
H -24.90 -19.51 11.16 0.0000
H -26.19 -19.27 12.26 0.0000
H -25.97 -21.54 13.29 0.0000
H -23.66 -22.92 12.64 0.0000
H -23.61 -21.71 11.33 0.0000
H -26.78 -24.29 11.18 0.0000
H -26.28 -23.70 12.72 0.0000
H -25.15 -24.76 11.94 0.0000
H -24.57 -20.93 14.57 0.0000
H -24.65 -19.59 13.76 0.0000
C -20.54 -14.87 23.48 0.0000
C -21.72 -14.22 22.78 0.0000
C -22.88 -15.17 22.49 0.0000
O -22.37 -15.92 21.40 0.0000
C -23.07 -17.11 21.18 0.0000
N -22.23 -12.99 23.40 0.0000
H -20.33 -15.87 23.10 0.0000
H -20.68 -14.98 24.56 0.0000
H -19.58 -14.36 23.42 0.0000
H -21.44 -13.89 21.78 0.0000
H -23.82 -14.68 22.21 0.0000
H -23.04 -15.78 23.38 0.0000
H -24.04 -17.37 21.60 0.0000
H -22.42 -17.98 21.02 0.0000
H -23.47 -17.04 20.17 0.0000
H -21.50 -12.30 23.54 0.0000
H -22.53 -13.20 24.34 0.0000
C -24.79 -20.51 22.08 0.0000
C -24.95 -20.81 20.60 0.0000
C -26.27 -20.26 20.05 0.0000
O -26.62 -20.59 18.71 0.0000
C -26.92 -22.00 18.65 0.0000
N -23.87 -20.11 19.97 0.0000
H -25.15 -19.52 22.36 0.0000
H -23.75 -20.63 22.39 0.0000
H -25.56 -20.99 22.68 0.0000
H -24.67 -21.84 20.36 0.0000
H -26.26 -19.19 20.23 0.0000
H -27.11 -20.57 20.66 0.0000
H -26.27 -22.75 19.10 0.0000
H -26.81 -22.27 17.60 0.0000
H -27.98 -22.12 18.88 0.0000
H -24.01 -20.41 19.02 0.0000
H -23.06 -20.54 20.38 0.0000
```